No. 1
# C22H35BrClFN3O4

A cluster of 2 separate species, C22H35BrClFN3O4 in total at a distorted geometry (wB97M-V/def2-TZVPD, the Open Molecules 2025 dataset).

Last column: Löwdin charge in e.
Element x y z (Å)
C1 5.780 -1.006 0.920  -0.091
C2 4.693 0.062 0.933  -0.270
O1 3.825 -0.062 -0.182  -0.165
C3 2.901 1.010 -0.258  -0.209
C4 1.494 0.479 0.039  -0.122
N1 1.209 -0.546 -0.981  0.100
C5 0.054 -1.257 -0.753  -0.295
N2 0.026 -2.491 -1.102  0.175
C6 1.120 -3.273 -1.686  -0.140
C7 1.427 -4.451 -0.738  -0.239
C8 2.873 -4.915 -0.801  -0.569
Cl1 4.003 -3.590 -0.448  0.648
N3 -1.027 -0.603 -0.164  -0.065
C9 -2.246 -0.604 -0.999  -0.119
C10 -3.201 -1.811 -0.845  -0.146
C11 -4.360 -1.561 0.146  -0.074
C12 -5.481 -0.772 -0.482  -0.536
O2 -5.281 0.201 -1.108  0.160
O3 -6.696 -1.267 -0.232  0.005
C13 -7.675 -0.210 -0.007  -0.194
C14 -8.770 -0.811 0.861  -0.062
C15 -1.227 -0.921 1.244  -0.166
C16 -1.887 0.253 1.957  -0.841
O4 -2.271 1.193 1.449  0.120
Br1 -1.996 0.044 3.895  0.737
H1 6.717 -0.629 1.321  0.076
H2 5.511 -1.855 1.545  0.056
H3 5.982 -1.398 -0.077  0.063
H4 4.098 -0.100 1.841  0.121
H5 5.178 1.040 0.980  0.118
H6 2.945 1.358 -1.291  0.123
H7 3.169 1.828 0.406  0.115
H8 1.529 0.083 1.049  0.125
H9 0.796 1.309 -0.075  0.127
H10 1.197 -0.152 -1.919  0.174
H11 -0.848 -2.986 -0.955  0.157
H12 1.994 -2.683 -1.928  0.096
H13 0.743 -3.673 -2.628  0.136
H14 0.713 -5.261 -0.876  0.120
H15 1.247 -4.080 0.276  0.110
H16 3.008 -5.662 -0.026  0.076
H17 3.077 -5.399 -1.751  0.085
H18 -1.915 -0.561 -2.038  0.132
H19 -2.832 0.297 -0.850  0.118
H20 -2.724 -2.741 -0.519  0.097
H21 -3.649 -1.997 -1.818  0.127
H22 -4.029 -1.150 1.097  0.116
H23 -4.760 -2.549 0.383  0.127
H24 -8.115 0.023 -0.972  0.124
H25 -7.238 0.671 0.452  0.126
H26 -9.682 -0.219 0.811  0.082
H27 -8.468 -0.902 1.902  0.077
H28 -9.000 -1.792 0.450  0.080
H29 -0.244 -0.996 1.711  0.116
H30 -1.729 -1.871 1.457  0.128
F1 2.034 3.600 -0.870  0.030
C17 2.688 4.679 -0.375  -0.285
C18 1.959 5.705 0.190  -0.016
C19 2.632 6.805 0.701  -0.073
C20 4.018 6.867 0.631  -0.085
C21 4.733 5.827 0.054  -0.075
C22 4.065 4.719 -0.450  -0.025
H31 0.879 5.640 0.228  0.118
H32 2.075 7.614 1.153  0.109
H33 4.540 7.729 1.026  0.106
H34 5.812 5.877 -0.005  0.109
H35 4.606 3.895 -0.897  0.115

Atoms 1-3, force components in eV/Å:
C 0.0 -0.4 0.0
C 0.3 -0.6 0.5
O 0.4 0.3 0.1

## Properties
E_tot	-121317.1592	eV
F_max	0.088	Eh/bohr
charge	+1

=====

No. 2
# C29H89O38P9

A cluster of 11 separate species, C29H89O38P9 in total at a distorted geometry (wB97M-V/def2-TZVPD, the Open Molecules 2025 dataset).

Last column: Löwdin charge in e.
Element x y z (Å)
C1 16.713 21.477 -9.701  -0.095
O1 15.897 21.808 -8.571  -0.228
P1 15.083 23.211 -8.616  0.438
O2 15.771 24.480 -8.855  -0.224
O3 13.870 22.919 -9.642  -0.201
C2 12.889 21.922 -9.449  -0.104
O4 14.408 23.129 -7.133  -0.240
C3 13.580 24.241 -6.718  -0.088
H1 17.266 22.268 -10.209  0.093
H2 16.030 21.000 -10.404  0.075
H3 17.454 20.705 -9.496  0.075
H4 12.914 21.184 -10.251  0.071
H5 11.891 22.359 -9.486  0.078
H6 13.040 21.449 -8.478  0.073
H7 12.548 23.928 -6.559  0.067
H8 13.516 25.067 -7.426  0.090
H9 13.939 24.634 -5.767  0.086
C4 12.620 11.506 -11.833  -0.121
O5 11.690 12.443 -12.354  -0.216
P2 12.267 13.621 -13.300  0.445
O6 11.202 14.411 -13.913  -0.220
O7 13.302 14.374 -12.272  -0.237
C5 13.923 15.609 -12.574  -0.095
O8 13.215 12.781 -14.315  -0.252
C6 12.724 11.995 -15.410  -0.077
H10 13.490 11.989 -11.390  0.085
H11 12.995 10.823 -12.596  0.078
H12 12.205 10.865 -11.055  0.084
H13 14.628 15.857 -11.782  0.088
H14 13.262 16.464 -12.712  0.069
H15 14.459 15.417 -13.504  0.094
H16 11.665 12.201 -15.566  0.090
H17 12.911 10.964 -15.108  0.082
H18 13.324 12.200 -16.297  0.090
C7 3.760 17.082 -4.576  -0.130
O9 4.649 16.366 -5.386  -0.228
P3 5.778 17.208 -6.212  0.513
O10 6.962 17.638 -5.408  -0.240
O11 6.147 16.201 -7.419  -0.203
C8 7.253 15.350 -7.388  -0.114
O12 4.926 18.418 -6.957  -0.230
C9 3.688 18.214 -7.591  -0.124
H19 2.779 16.881 -5.007  0.091
H20 3.906 18.161 -4.517  0.096
H21 3.829 16.641 -3.582  0.095
H22 7.816 15.298 -6.456  0.064
H23 7.918 15.635 -8.202  0.079
H24 6.984 14.299 -7.495  0.093
H25 3.653 18.502 -8.641  0.096
H26 2.903 18.716 -7.025  0.090
H27 3.363 17.174 -7.581  0.088
C10 10.878 15.204 -9.338  -0.068
O13 11.567 16.143 -10.208  -0.201
P4 10.749 17.378 -10.805  0.455
O14 11.506 18.161 -11.771  -0.192
O15 9.400 16.761 -11.433  -0.182
C11 8.289 17.623 -11.597  -0.096
O16 10.307 18.217 -9.494  -0.228
C12 11.332 18.734 -8.667  -0.082
H28 9.910 15.493 -8.929  0.070
H29 11.520 14.943 -8.497  0.070
H30 10.807 14.192 -9.739  0.090
H31 7.974 17.674 -12.639  0.078
H32 8.376 18.660 -11.271  0.079
H33 7.440 17.170 -11.085  0.091
H34 11.189 18.344 -7.659  0.081
H35 11.264 19.821 -8.727  0.071
H36 12.324 18.393 -8.961  0.064
C13 14.077 15.827 -8.227  -0.095
O17 15.409 16.286 -8.454  -0.205
P5 15.750 17.859 -8.433  0.495
O18 14.907 18.665 -9.354  -0.232
O19 15.821 18.257 -6.846  -0.213
C14 15.204 19.426 -6.372  -0.112
O20 17.348 17.810 -8.757  -0.223
C15 17.866 17.817 -10.069  -0.115
H37 14.065 15.341 -7.251  0.081
H38 13.718 15.118 -8.973  0.081
H39 13.302 16.593 -8.207  0.061
H40 14.679 19.178 -5.450  0.083
H41 14.505 19.878 -7.075  0.070
H42 15.981 20.158 -6.150  0.094
H43 18.762 18.420 -10.214  0.088
H44 17.113 18.030 -10.828  0.080
H45 18.229 16.797 -10.195  0.087
C16 8.115 25.293 -12.002  -0.049
O21 7.880 23.854 -11.717  -0.228
P6 8.635 22.759 -12.574  0.448
O22 8.896 23.118 -13.966  -0.226
O23 7.673 21.460 -12.372  -0.233
C17 6.977 20.920 -13.491  -0.120
O24 9.977 22.356 -11.652  -0.214
C18 10.609 21.088 -11.822  -0.117
H46 8.958 25.480 -12.667  0.089
H47 8.193 25.827 -11.055  0.080
H48 7.243 25.824 -12.385  0.083
H49 7.540 20.179 -14.059  0.078
H50 6.639 21.697 -14.176  0.085
H51 5.988 20.585 -13.178  0.091
H52 10.797 20.638 -10.847  0.051
H53 11.604 21.207 -12.252  0.097
H54 10.026 20.272 -12.249  0.073
C19 6.886 23.768 -8.566  -0.122
O25 7.512 23.354 -7.396  -0.213
P7 8.953 22.639 -7.494  0.498
O26 10.047 23.566 -7.867  -0.229
O27 8.736 21.298 -8.437  -0.237
C20 7.672 20.356 -8.238  -0.083
O28 9.131 22.069 -5.966  -0.217
C21 10.282 21.326 -5.692  -0.127
H55 6.127 23.078 -8.935  0.095
H56 7.699 23.944 -9.270  0.062
H57 6.486 24.773 -8.432  0.096
H58 8.034 19.363 -8.505  0.075
H59 6.855 20.649 -8.898  0.089
H60 7.391 20.180 -7.200  0.084
H61 10.167 20.243 -5.647  0.087
H62 10.588 21.673 -4.705  0.094
H63 11.106 21.555 -6.369  0.073
C22 5.901 14.757 -13.607  -0.081
O29 5.079 15.237 -14.670  -0.234
P8 4.197 16.597 -14.555  0.497
O30 3.142 16.631 -13.486  -0.259
O31 5.262 17.857 -14.515  -0.255
C23 6.248 18.103 -15.529  -0.105
O32 3.506 16.710 -16.029  -0.233
C24 2.843 17.865 -16.470  -0.120
H64 6.935 15.069 -13.759  0.089
H65 5.779 13.677 -13.517  0.096
H66 5.550 15.305 -12.734  0.078
H67 7.213 17.790 -15.131  0.083
H68 6.324 19.145 -15.839  0.084
H69 6.041 17.563 -16.453  0.090
H70 1.837 17.870 -16.051  0.091
H71 2.725 17.917 -17.552  0.091
H72 3.341 18.777 -16.141  0.084
C25 9.486 15.930 -4.058  -0.109
O33 10.753 16.123 -3.473  -0.228
P9 12.076 16.143 -4.427  0.479
O34 12.084 17.225 -5.484  -0.257
O35 13.297 16.146 -3.387  -0.216
C26 14.637 15.921 -3.928  -0.058
O36 12.108 14.648 -5.064  -0.236
C27 12.042 13.560 -4.187  -0.135
H73 9.521 15.603 -5.097  0.068
H74 9.003 16.903 -3.970  0.086
H75 8.984 15.169 -3.461  0.097
H76 15.329 15.846 -3.089  0.091
H77 14.963 16.718 -4.595  0.078
H78 14.773 14.944 -4.392  0.085
H79 12.048 13.781 -3.120  0.098
H80 12.708 12.737 -4.446  0.094
H81 11.115 13.022 -4.384  0.074
C28 10.453 11.746 -7.470  -0.197
O37 9.891 12.941 -7.222  -0.120
H82 10.302 11.109 -6.599  0.089
H83 9.829 11.377 -8.284  0.083
H84 11.481 11.817 -7.824  0.084
H85 9.420 12.953 -6.386  0.080
C29 14.374 19.219 -12.660  -0.169
O38 13.247 19.036 -13.505  -0.141
H86 15.033 18.351 -12.688  0.059
H87 14.942 20.055 -13.069  0.077
H88 14.044 19.444 -11.646  0.051
H89 12.592 18.712 -12.883  -0.026

Atoms 1-3, force components in eV/Å:
C -0.4 -1.0 -1.1
O 0.4 1.5 0.3
P -1.4 -0.9 1.1

## Properties
energy relative to the best compared isomer or geometry (same formula, charge and spin)	0.954	eV
E_tot	-192937.9610	eV
F_max	0.083	Eh/bohr
charge	0

=====

No. 3
# C18H19ClN4O3S

The molecule C18H19ClN4O3S at a distorted geometry (wB97M-V/def2-TZVPD, the Open Molecules 2025 dataset).

Last column: Löwdin charge in e.
Element x y z (Å)
C1 1.386 -0.403 4.535  -0.110
O1 0.250 -0.222 3.727  -0.210
C2 -0.301 -1.418 3.215  -0.229
C3 0.573 -2.063 2.129  -0.158
C4 -0.238 -2.924 1.157  -0.178
N1 -1.137 -2.156 0.327  0.065
C5 -0.656 -1.377 -0.664  -0.271
N2 0.627 -1.415 -0.957  0.191
C6 1.065 -0.702 -2.020  -0.215
C7 2.436 -0.677 -2.330  -0.018
C8 2.880 0.046 -3.406  -0.084
C9 1.983 0.760 -4.212  -0.089
C10 0.641 0.754 -3.934  -0.025
C11 0.165 0.033 -2.830  -0.221
N3 -1.152 0.094 -2.495  0.202
C12 -1.548 -0.558 -1.446  -0.310
N4 -2.881 -0.395 -1.043  -0.018
S1 -3.061 0.586 0.340  0.693
O2 -4.303 1.272 0.178  -0.270
O3 -2.892 -0.257 1.488  -0.292
C13 -1.657 1.676 0.148  -0.277
C14 -1.687 2.554 -0.920  -0.060
C15 -0.531 3.216 -1.290  -0.087
C16 0.643 2.969 -0.588  -0.663
Cl1 2.102 3.719 -1.099  0.706
C17 0.659 2.119 0.509  -0.069
C18 -0.503 1.462 0.877  -0.034
H1 1.180 -1.103 5.354  0.090
H2 1.627 0.574 4.950  0.089
H3 2.242 -0.773 3.961  0.085
H4 -0.476 -2.132 4.034  0.127
H5 -1.269 -1.123 2.801  0.093
H6 1.346 -2.685 2.583  0.113
H7 1.063 -1.277 1.552  0.103
H8 -0.831 -3.661 1.701  0.126
H9 0.456 -3.438 0.486  0.116
H10 -2.031 -1.890 0.716  0.099
H11 3.113 -1.235 -1.702  0.110
H12 3.934 0.069 -3.642  0.103
H13 2.359 1.321 -5.055  0.101
H14 -0.069 1.300 -4.536  0.112
H15 -3.430 0.009 -1.792  0.119
H16 -2.610 2.703 -1.457  0.123
H17 -0.527 3.892 -2.130  0.112
H18 1.573 1.956 1.057  0.115
H19 -0.513 0.798 1.726  0.096

Atoms 1-3, force components in eV/Å:
C 0.0 0.0 0.0
O -0.1 0.2 0.0
C 0.1 -0.2 -0.2

## Properties
energy relative to the best compared isomer or geometry (same formula, charge and spin)	0.726	eV
E_tot	-54435.0019	eV
F_max	0.021	Eh/bohr
charge	0

=====

No. 4
# C5H11N

The molecule C5H11N at a distorted geometry (wB97M-V/def2-TZVPD, the Open Molecules 2025 dataset).

Last column: Löwdin charge in e.
Element x y z (Å)
C1 -1.313 0.439 0.171  -0.210
C2 -0.176 1.396 -0.266  -0.200
C3 1.194 0.857 0.131  -0.254
N1 1.407 -0.507 -0.391  -0.080
C4 0.374 -1.393 0.210  -0.245
C5 -1.009 -1.001 -0.321  -0.202
H1 -1.391 0.470 1.252  0.099
H2 -2.272 0.786 -0.209  0.099
H3 -0.375 2.362 0.201  0.103
H4 -0.230 1.514 -1.357  0.111
H5 1.298 0.860 1.234  0.110
H6 2.014 1.504 -0.276  0.120
H7 2.355 -0.825 -0.162  0.104
H8 0.320 -1.295 1.300  0.105
H9 0.591 -2.445 -0.113  0.121
H10 -1.800 -1.700 0.017  0.109
H11 -0.986 -1.022 -1.420  0.110

Atoms 1-3, force components in eV/Å:
C 0.5 -0.3 -0.7
C -0.6 -0.5 0.0
C 1.1 0.2 -0.3

## Properties
energy relative to the best compared isomer or geometry (same formula, charge and spin)	0.085	eV
E_tot	-6853.4434	eV
F_max	0.029	Eh/bohr
charge	0

=====

For the records above, the corresponding molar mass values read 539.894, 1324.759, 406.895, 85.150 g mol⁻¹.